A single C4H7NO molecule, computed with ωB97M-V/def2-TZVPD.

Output
**Charge**: 0
**Orbital gap**: 11.11 eV
**M**: 85.106 g mol⁻¹
**SMILES string**: C[C@H]1CN1C=O
**LUMO level**: 1.05 eV
**Multiplicity**: 1

Each line ends with the natural charge from an NBO analysis.
Cartesian coordinates (Å):
C: -1.74 -0.21 0.54  -0.614
C: -0.30 -0.38 0.13  -0.062
C: 0.23 -0.01 -1.19  -0.260
N: 0.54 0.83 -0.03  -0.459
C: 1.88 0.63 0.41  0.553
O: 2.42 1.27 1.27  -0.505
H: -1.82 -0.08 1.63  0.222
H: -2.31 -1.11 0.27  0.217
H: -2.19 0.65 0.05  0.222
H: 0.21 -1.23 0.60  0.197
H: 1.07 -0.60 -1.59  0.193
H: -0.39 0.46 -1.95  0.215
H: 2.40 -0.20 -0.14  0.080



A molecular structure, C9H19N3O4 at a distorted geometry, computed with ωB97M-V/def2-TZVPD.

Output
**Charge**: 0
**Orbital gap**: 9.62 eV
**M**: 233.268 g mol⁻¹
**LUMO level**: 0.40 eV
**Multiplicity**: 1

Each line ends with the natural charge from an NBO analysis.
Cartesian coordinates (Å):
C: -0.73 0.32 -0.72  -0.161
C: 0.18 1.20 0.31  0.701
C: -0.64 -1.09 -0.21  -0.454
C: -1.65 -2.22 -0.75  -0.425
C: -1.08 -3.72 -0.20  -0.419
C: -2.01 -3.67 1.27  -0.219
C: 1.96 2.89 0.48  -0.211
C: 1.43 4.29 0.57  0.819
C: 3.31 2.73 -0.06  -0.055
H: -0.92 -0.46 -2.93  0.378
H: 0.67 0.01 -2.07  0.344
H: -1.76 0.73 -0.67  0.207
H: -0.61 -1.19 0.99  0.247
H: 0.46 -1.27 -0.24  0.208
H: -2.82 -2.13 -0.59  0.221
H: -1.44 -2.20 -1.87  0.188
H: 0.13 -3.73 -0.03  0.223
H: -1.36 -4.67 -1.05  0.216
H: -1.19 -3.45 2.00  0.202
H: -2.76 -2.78 1.12  0.173
H: -3.04 -5.21 2.54  0.370
H: -3.21 -5.33 0.89  0.353
H: 0.79 2.21 -1.36  0.442
H: 1.84 2.47 1.46  0.266
H: 3.42 1.60 -0.32  0.201
H: 4.09 3.11 0.88  0.152
H: 3.04 4.42 -0.93  0.495
H: -0.02 5.39 1.00  0.513
N: -0.37 0.46 -2.22  -0.847
N: -2.57 -5.04 1.59  -0.865
N: 0.90 2.16 -0.37  -0.638
O: 0.13 1.01 1.50  -0.605
O: 2.00 5.20 -0.15  -0.633
O: 3.43 3.43 -1.27  -0.759
O: 0.39 4.52 1.38  -0.631



In order of appearance, calculated total energy = -286.55991; -819.36228 hartree.